[1]
Density functional theory data (ωB97M-V/def2-TZVPD) for a cluster of 4 separate species, C2H12N2O3 in total in a non-equilibrium geometry.

Each line ends with the Löwdin charge.
Geometry (Å):
H1 0.244 2.032 2.130  0.15
H2 0.425 2.529 -1.335  0.11
H3 -1.513 -2.108 0.138  0.01
O1 0.497 1.624 1.175  -0.15
H4 -0.508 2.000 -2.831  0.08
H5 0.100 -0.880 -0.951  0.10
H6 0.595 -3.222 0.918  0.00
C1 -0.842 -0.467 -0.737  -0.31
H7 0.856 1.016 -2.070  0.05
H8 -0.537 1.437 0.944  0.13
N1 -1.769 -1.102 -0.032  0.05
O2 2.018 -0.292 1.645  -0.10
H9 2.740 0.051 1.218  -0.04
H10 1.352 0.438 1.329  -0.03
O3 -0.302 -3.414 0.945  -0.04
C2 0.010 1.609 -1.964  -0.09
N2 -0.916 0.880 -1.112  -0.12
H11 -0.532 -3.183 1.862  0.07
H12 -1.915 1.051 -1.272  0.13

LUMO ... 0.5 eV
Charge ... 0
Gap between HOMO and LUMO ... 0.3449 hartree
SMILES ... [H]/N=C/NC.O.O.O
Highest occupied orbital energy ... -8.876 eV


[2]
Density functional theory data (ωB97M-V/def2-TZVPD) for a cluster of 3 separate species, C2H12N3O2 in total in a non-equilibrium geometry.

Each line ends with the Löwdin charge.
Geometry (Å):
N1 0.802 -1.281 -1.942  0.19
N2 -0.234 -0.515 0.044  0.01
H1 0.792 1.180 -2.518  0.14
C1 -0.348 -1.814 0.665  -0.04
C2 0.480 -0.270 -1.078  -0.39
O1 1.118 1.943 0.850  -0.07
H2 -0.632 0.279 0.565  0.08
O2 -2.082 0.824 1.505  -0.04
H3 1.514 -1.145 -2.637  0.12
H4 1.165 2.166 1.804  0.07
H5 -1.002 -1.744 1.531  0.09
H6 -1.747 1.649 1.882  0.06
H7 -2.669 0.544 2.220  0.08
N3 0.340 0.924 -1.650  0.19
H8 -0.622 -2.513 -0.137  0.09
H9 0.671 -2.198 1.009  0.12
H10 -0.077 1.664 -1.106  0.11
H11 1.862 2.551 0.683  0.07
H12 0.670 -2.244 -1.690  0.10

LUMO ... -2.9 eV
Charge ... +1
Gap between HOMO and LUMO ... 0.4009 hartree
Highest occupied orbital energy ... -13.810 eV


[3]
Density functional theory data (ωB97M-V/def2-TZVPD) for a cluster of 3 separate species, C2H12N3O2 in total in a non-equilibrium geometry.

Each line ends with the Löwdin charge.
Geometry (Å):
H1 2.034 0.952 -1.268  0.11
N1 0.568 0.443 1.570  0.06
N2 1.877 0.905 -0.276  0.19
H2 2.682 1.003 0.322  0.13
O1 0.917 -0.531 -2.637  -0.05
H3 -0.466 -0.137 3.283  0.10
H4 -1.555 -1.594 -1.311  0.04
H5 1.376 0.059 2.038  0.16
H6 -1.240 1.153 2.286  0.10
H7 0.166 -0.753 -3.231  0.09
H8 -1.316 -0.453 1.664  0.07
N3 -0.355 1.029 -0.547  0.17
H9 -2.562 -1.836 -0.286  0.07
H10 -0.246 0.517 -1.427  0.07
C1 0.681 0.673 0.293  -0.42
H11 1.139 -1.312 -2.136  0.06
O2 -1.691 -1.415 -0.370  -0.06
H12 -1.316 1.090 -0.250  0.11
C2 -0.693 0.207 2.281  -0.01

LUMO ... -3.1 eV
Charge ... +1
Gap between HOMO and LUMO ... 0.4178 hartree
Highest occupied orbital energy ... -14.456 eV


[4]
Density functional theory data (ωB97M-V/def2-TZVPD) for the ion C2H12N8S3 with charge +2 in a non-equilibrium geometry.

Each line ends with the Löwdin charge.
Geometry (Å):
N1 -4.960 -0.646 0.405  0.26
H1 -5.345 -0.144 1.226  0.19
C1 3.378 -0.128 -0.219  -0.41
H2 -4.161 2.357 0.646  0.12
S1 -0.154 1.037 0.372  0.15
H3 -4.118 2.476 -0.899  0.09
H4 4.696 2.574 0.808  0.08
N2 3.698 0.975 0.195  0.07
H5 -1.823 -1.688 0.089  0.07
S2 0.743 -0.801 0.255  0.51
N3 4.478 -1.454 -0.184  0.23
H6 5.562 1.148 0.483  0.10
N4 -4.155 1.768 -0.198  0.02
N5 -3.207 0.774 -0.308  -0.43
C2 -3.539 -0.494 0.059  -0.54
N6 4.741 1.659 0.625  0.14
H7 4.286 -2.045 0.668  0.18
H8 -4.754 -1.633 0.622  0.16
H9 4.536 -1.974 -1.102  0.17
N7 2.259 -0.594 -0.733  -0.30
H10 -5.454 -0.509 -0.522  0.21
H11 2.394 -1.376 -1.369  0.09
S3 -1.565 1.205 -1.028  0.56
H12 5.344 -0.963 -0.090  0.11
N8 -2.882 -1.525 0.199  0.18

LUMO ... -6.3 eV
Charge ... +2
Gap between HOMO and LUMO ... 0.3238 hartree
SMILES ... [H]/N=C(/[NH3+])N(N)SSSN/C([NH3+])=N/N
Highest occupied orbital energy ... -15.114 eV


[5]
Density functional theory data (ωB97M-V/def2-TZVPD) for a cluster of 3 separate species, C2H12NO2S2 in total in a non-equilibrium geometry.

Each line ends with the Löwdin charge.
Geometry (Å):
H1 1.177 3.287 1.046  0.06
H2 1.345 0.203 -0.111  0.14
C1 -1.568 -1.374 -0.158  -0.55
N1 0.514 -0.092 -0.651  0.19
H3 1.982 3.326 -0.204  0.04
O1 1.828 0.122 2.172  -0.05
H4 0.002 -1.184 1.183  0.12
H5 -1.835 -1.374 -3.414  -0.19
H6 2.361 0.900 2.444  0.08
H7 -1.180 -2.302 -0.567  0.09
S1 -2.580 -0.256 -1.147  0.46
O2 1.262 2.843 0.191  -0.04
H8 0.720 -0.844 -1.304  0.17
H9 -0.779 0.288 1.041  0.14
H10 -2.251 -1.652 0.656  0.08
S2 -3.029 -1.427 -2.791  0.36
H11 2.288 -0.697 2.279  0.04
C2 -0.417 -0.533 0.410  -0.28
H12 0.157 0.766 -1.076  0.14

LUMO ... -3.3 eV
Charge ... +1
Gap between HOMO and LUMO ... 0.3371 hartree
Highest occupied orbital energy ... -12.431 eV


[6]
Density functional theory data (ωB97M-V/def2-TZVPD) for a cluster of 4 separate species, C2H12NO3 in total in a non-equilibrium geometry.

Each line ends with the Löwdin charge.
Geometry (Å):
O1 -1.314 -0.825 -2.646  -0.05
H1 -2.231 -0.976 -2.409  0.04
H2 1.299 -0.440 2.053  0.09
H3 -1.136 -1.119 -3.543  0.07
H4 -0.916 -0.361 0.083  0.11
H5 -3.162 1.106 -0.208  0.07
C1 0.392 0.081 1.738  -0.03
H6 2.899 2.207 2.093  0.06
H7 1.930 -1.023 -0.017  0.13
H8 -2.316 0.568 -1.303  0.04
C2 0.893 -0.942 -0.356  0.17
N1 0.022 -0.525 0.469  0.03
H9 0.471 1.162 1.632  0.10
H10 3.684 1.377 1.095  0.06
O2 2.810 1.444 1.511  -0.07
O3 -2.552 0.382 -0.373  -0.05
H11 -0.235 -0.237 2.573  0.11
H12 0.673 -1.252 -1.368  0.10

LUMO ... -4.2 eV
Charge ... +1
Gap between HOMO and LUMO ... 0.4039 hartree
Highest occupied orbital energy ... -15.204 eV


[7]
Density functional theory data (ωB97M-V/def2-TZVPD) for a cluster of 4 separate species, C2H12NO3 in total in a non-equilibrium geometry.

Each line ends with the Löwdin charge.
Geometry (Å):
H1 2.055 0.231 1.350  0.11
H2 1.120 -2.940 -2.219  0.08
H3 1.547 1.095 -2.090  0.13
H4 1.160 -0.845 -0.906  0.09
C1 1.050 -0.044 1.028  -0.01
O1 -2.620 -0.162 2.605  -0.07
H5 0.886 -1.038 1.426  0.10
H6 -3.545 0.104 2.588  0.04
C2 1.035 1.035 -1.142  0.15
H7 2.168 -3.131 -1.158  0.08
H8 0.392 0.617 1.590  0.10
H9 -2.399 -0.241 3.538  0.04
O2 -1.577 1.883 -1.282  -0.05
H10 -2.143 2.566 -0.901  0.06
N1 0.883 0.003 -0.409  0.02
H11 0.681 1.988 -0.757  0.11
O3 1.517 -2.487 -1.464  -0.03
H12 -2.209 1.366 -1.798  0.06

LUMO ... -4.5 eV
Charge ... +1
Gap between HOMO and LUMO ... 0.3591 hartree
Highest occupied orbital energy ... -14.280 eV


[8]
Density functional theory data (ωB97M-V/def2-TZVPD) for a structure of composition C2H12NO3S in a non-equilibrium geometry.

Each line ends with the Löwdin charge.
Geometry (Å):
H1 -0.554 -2.045 -1.183  -0.08
H2 -0.795 -0.335 0.554  0.12
H3 1.527 1.414 1.539  0.04
H4 -0.981 2.639 0.204  0.01
H5 0.013 -1.192 3.605  0.00
N1 0.581 1.145 1.825  0.01
C1 0.270 -0.104 0.598  -0.22
H6 1.871 -0.650 -0.731  0.07
O1 -1.485 2.743 -0.609  -0.06
H7 -0.018 1.096 0.897  -0.03
H8 -0.448 -3.442 -1.717  0.05
O2 -0.965 -2.918 -1.091  -0.07
H9 1.452 1.030 -0.779  0.08
H10 0.560 0.327 3.574  -0.01
H11 -1.268 2.002 -1.192  -0.03
O3 0.544 -0.535 4.024  -0.09
H12 0.844 -0.879 1.087  0.10
S1 0.051 -0.118 -2.244  0.76
C2 1.024 0.027 -0.789  -0.64

LUMO (spin up / spin down) ... 0.3 / -3.3 eV
Charge ... 0
Spin multiplicity ... 2
<S²> ... 0.7530
Gap between HOMO and LUMO (spin up / spin down) ... 0.3942 / 0.2537 hartree
Highest occupied orbital energy (spin up / spin down) ... -10.441 / -10.233 eV


[9]
Density functional theory data (ωB97M-V/def2-TZVPD) for a cluster of 4 separate species, C2H12NO4 in total in a non-equilibrium geometry.

Each line ends with the Löwdin charge.
Geometry (Å):
H1 -2.536 -1.033 -0.848  -0.07
O1 -2.404 -0.318 -0.212  -0.42
H2 -2.697 0.714 -2.775  -0.01
H3 1.271 -1.406 1.571  0.10
H4 -2.177 0.908 -1.362  -0.02
H5 1.190 0.163 -1.642  0.07
N1 0.697 0.166 0.391  -0.13
H6 3.101 1.523 1.750  0.01
H7 0.046 -1.143 -1.148  0.06
H8 0.295 -0.178 2.414  0.11
O2 -0.731 -1.560 1.323  -0.14
H9 -0.089 0.794 0.235  0.11
C1 0.404 -0.739 1.477  -0.35
O3 2.594 2.129 1.206  -0.12
H10 1.720 -1.279 -0.713  0.07
H11 -1.416 -1.048 0.764  0.00
C2 0.915 -0.554 -0.880  -0.11
H12 1.956 1.537 0.733  -0.01
O4 -2.140 1.324 -2.286  -0.16

LUMO ... 3.8 eV
Charge ... -1
Gap between HOMO and LUMO ... 0.3100 hartree
Highest occupied orbital energy ... -4.643 eV


[10]
Density functional theory data (ωB97M-V/def2-TZVPD) for a cluster of 4 separate species, C2H12O3 in total in a non-equilibrium geometry.

Each line ends with the Löwdin charge.
Geometry (Å):
C1 -1.817 0.319 0.690  -0.17
H1 1.996 -0.302 2.453  0.04
H2 -2.837 -0.758 -0.898  0.06
H3 1.044 0.914 -0.790  0.01
H4 -2.327 -0.219 1.492  0.06
H5 -1.140 -1.397 -0.336  0.06
O1 1.428 1.643 -0.256  -0.07
O2 1.453 -0.779 -1.497  -0.04
H6 2.001 -1.413 -1.948  0.05
O3 2.047 -0.544 1.536  -0.04
H7 -0.793 0.402 1.069  0.04
H8 0.777 2.339 -0.436  0.06
H9 1.948 0.253 1.039  -0.03
C2 -1.814 -0.574 -0.575  -0.16
H10 -2.246 1.297 0.470  0.06
H11 -1.312 -0.056 -1.397  0.05
H12 1.592 -1.125 -0.612  0.03

LUMO ... 0.7 eV
Charge ... 0
Gap between HOMO and LUMO ... 0.4463 hartree
SMILES ... CC.O.O.O
Highest occupied orbital energy ... -11.430 eV


[11]
Density functional theory data (ωB97M-V/def2-TZVPD) for a cluster of 4 separate species, C2H12O3S in total.

Each line ends with the Löwdin charge.
Geometry (Å):
H1 -0.819 -2.768 1.408  0.07
H2 0.173 -1.149 -2.170  -0.16
H3 -1.824 -2.373 0.000  0.07
H4 -2.547 4.571 -2.128  0.04
O1 4.968 -1.609 1.455  -0.06
H5 -3.133 2.789 0.772  0.03
H6 -2.064 2.584 -0.281  0.01
H7 5.441 -1.439 2.279  0.03
S1 1.097 -1.025 -1.205  0.66
H8 -0.735 -0.259 0.264  0.05
H9 4.962 -2.570 1.388  0.03
O2 -1.870 3.893 -2.169  -0.05
H10 -1.082 4.188 -1.710  0.04
H11 0.701 -0.964 1.008  0.05
O3 -2.179 2.835 0.644  -0.07
H12 -0.239 -3.183 -0.153  0.05
C1 -0.045 -1.100 0.226  -0.61
C2 -0.804 -2.420 0.372  -0.17

LUMO ... 0.7 eV
Charge ... 0
Gap between HOMO and LUMO ... 0.3499 hartree
SMILES ... CCS.O.O.O
Highest occupied orbital energy ... -8.834 eV


[12]
Density functional theory data (ωB97M-V/def2-TZVPD) for a cluster of 4 separate species, C2H12O3S2 in total in a non-equilibrium geometry.

Each line ends with the Löwdin charge.
Geometry (Å):
H1 1.515 -0.683 -0.899  0.06
O1 -4.407 0.097 0.099  -0.06
C1 3.632 -0.316 -0.849  -0.19
H2 2.099 0.281 -2.218  0.05
O2 -1.384 1.964 3.684  -0.06
H3 -1.876 2.677 4.115  0.04
H4 -3.523 -0.286 0.130  0.03
H5 -1.886 1.170 3.890  0.03
H6 -1.884 -3.103 0.236  0.03
C2 2.208 0.118 -1.157  -0.64
H7 1.022 2.490 -2.446  -0.20
S1 0.323 2.462 -1.301  0.30
H8 -2.773 -4.317 0.154  0.04
S2 1.838 1.582 -0.174  0.42
O3 -2.624 -3.461 -0.272  -0.06
H9 -4.399 0.650 -0.687  0.03
H10 3.959 -0.011 0.131  0.05
H11 3.810 -1.390 -0.876  0.07
H12 4.349 0.076 -1.561  0.07

LUMO ... 0.4 eV
Charge ... 0
Gap between HOMO and LUMO ... 0.3291 hartree
SMILES ... CCSS.O.O.O
Highest occupied orbital energy ... -8.568 eV


[13]
Density functional theory data (ωB97M-V/def2-TZVPD) for a cluster of 4 separate species, C2H12O4 in total in a non-equilibrium geometry.

Each line ends with the Löwdin charge.
Geometry (Å):
H1 2.148 0.699 -3.881  0.07
H2 0.930 0.638 1.578  0.04
C1 0.073 0.468 -3.194  -0.30
O1 -1.585 1.661 1.892  -0.06
C2 1.559 0.678 -2.961  -0.09
O2 -0.480 -0.220 -2.059  -0.10
H3 -0.742 -1.781 3.224  0.02
H4 -0.676 -3.050 4.072  0.03
H5 1.792 1.649 -2.510  0.07
H6 -0.095 -0.145 -4.075  0.11
H7 1.967 -0.064 -2.287  0.07
H8 -0.479 1.401 -3.302  0.10
H9 1.412 -0.738 1.947  0.04
H10 -1.420 0.766 1.570  0.01
O3 -0.170 -2.276 3.819  -0.06
O4 0.682 -0.291 1.506  -0.06
H11 -0.373 0.382 -1.316  0.06
H12 -1.997 2.100 1.140  0.03

LUMO ... 0.5 eV
Charge ... 0
Gap between HOMO and LUMO ... 0.3969 hartree
SMILES ... CCO.O.O.O
Highest occupied orbital energy ... -10.348 eV


E_tot per entry: -418.56050, -397.93502, -397.93572, -1715.28315, -1084.75975, -363.61040, -363.59653, -761.86338, -439.14834, -309.10224, -707.27906, -1105.46468, -384.33157 a.u.